ORCA calculation (ωB97M-V with the def2-TZVPD basis set) on a 4-piece molecular cluster, C33H60ClIN4O8 overall.

Cartesian coordinates (Å):
C 0.922 -5.799 3.212
C 0.247 -4.502 2.555
C -0.201 -4.664 1.016
Cl 0.366 -6.204 0.203
C 0.316 -3.327 0.254
C 1.782 -3.362 -0.303
C 2.266 -2.086 -1.020
C 1.388 -0.811 -1.157
C -0.057 -0.745 -0.619
C -0.925 0.582 -0.782
C -1.184 1.207 0.706
C -2.696 1.706 0.932
O -0.257 2.269 1.030
C -0.591 -2.053 0.083
C -2.106 -2.122 0.653
C -2.978 -2.823 -0.540
C -4.511 -2.346 -0.564
C -4.702 -0.794 -0.874
O -5.165 -0.057 0.044
O -4.438 -0.156 -2.114
C 2.291 0.252 -1.925
O 2.017 1.331 -2.485
N 3.654 -0.345 -1.893
C 4.572 0.467 -1.015
C 5.704 -0.398 -0.280
C 6.928 0.573 0.200
I 6.284 2.548 0.840
C 3.663 -1.798 -1.731
O 4.484 -2.674 -2.074
H 1.775 -6.255 2.606
H 1.400 -5.445 4.206
H 0.130 -6.576 3.535
H -0.721 -4.287 3.152
H 0.909 -3.583 2.704
H -1.339 -4.647 0.946
H 2.477 -4.263 -0.208
H -0.312 1.373 -1.356
H -1.960 0.411 -1.232
H -1.017 0.330 1.434
H -3.333 1.672 -0.028
H -2.737 2.809 1.275
H -3.189 1.026 1.727
H -0.187 2.339 2.013
H -2.532 -1.100 0.917
H -2.060 -2.810 1.571
H -2.465 -2.470 -1.516
H -2.838 -3.953 -0.480
H -5.079 -2.609 0.402
H -5.034 -2.933 -1.412
H -3.574 -0.432 -2.493
H 3.915 0.950 -0.207
H 5.065 1.253 -1.681
H 5.200 -0.924 0.609
H 6.210 -1.173 -0.972
H 7.619 0.645 -0.723
H 7.500 -0.022 0.999
C 6.575 -5.938 2.574
C 6.326 -4.742 3.490
C 6.078 -3.413 2.744
O 7.241 -2.825 2.167
C 7.684 -3.447 0.972
N 7.443 -4.626 4.438
H 7.591 -5.966 2.182
H 6.431 -6.872 3.126
H 5.881 -5.940 1.730
H 5.418 -4.963 4.062
H 5.712 -2.683 3.473
H 5.289 -3.518 1.990
H 6.851 -3.777 0.345
H 8.348 -4.280 1.206
H 8.273 -2.718 0.409
H 7.219 -3.905 5.120
H 8.238 -4.241 3.928
C -1.630 5.820 -2.963
C -0.562 5.021 -2.218
C 0.823 5.701 -2.176
O 1.545 5.665 -3.404
C 1.091 6.585 -4.381
N -0.482 3.674 -2.799
H -1.549 5.727 -4.045
H -2.627 5.457 -2.695
H -1.582 6.881 -2.704
H -0.903 4.923 -1.181
H 1.443 5.155 -1.457
H 0.754 6.730 -1.804
H 0.781 7.536 -3.939
H 0.280 6.146 -4.963
H 1.914 6.777 -5.074
H 0.143 3.110 -2.228
H 0.008 3.754 -3.690
C -6.463 3.075 -0.211
C -7.410 3.772 0.762
C -8.766 3.058 0.947
O -9.669 3.194 -0.147
C -9.360 2.383 -1.268
N -7.592 5.167 0.337
H -6.711 3.269 -1.255
H -5.440 3.434 -0.064
H -6.461 1.994 -0.054
H -6.916 3.778 1.740
H -9.274 3.516 1.802
H -8.631 1.999 1.200
H -8.977 1.402 -0.975
H -8.653 2.897 -1.921
H -10.278 2.238 -1.844
H -8.128 5.659 1.049
H -8.213 5.161 -0.473

Computed properties:
SMILES: CC[C@H](Cl)c1cc2c(c(C[C@H](C)O)c1CCCC(=O)O)C(=O)N(CCCI)C2=O.COC[C@@H](C)N.COC[C@@H](C)N.COC[C@@H](C)N
Calculated total energy in Eh: -2871.9281
Highest occupied orbital energy in eV: -8.93
Net charge: 0
Gap between HOMO and LUMO in Ha: 0.294
LUMO energy in eV: -0.9